Entry 1:
Molecular formula: C33H38N6P2PtS2
Method: DFT, wB97M-V/def2-TZVPD

Summary:
total charge	+2
energy relative to the best compared isomer or geometry (same formula, charge and spin)	0.00	kJ/mol
Kohn-Sham gap	7.312	eV
HOMO	-12.5	eV
LUMO level	-5.195	eV
E	-3206.90920	hartree

CARTESIAN COORDINATES (ANGSTROEM)
Pt  1.669  -0.720  -0.071
C  -6.522  1.473  -0.079
S  -5.762  -0.154  -0.225
C  -4.257  0.141  0.719
C  -3.506  -1.173  0.870
C  -2.131  -1.022  1.496
N  -1.194  -0.331  0.568
P  -0.422  -1.156  -0.736
C  -0.864  -0.197  -2.180
C  -2.201  0.149  -2.389
C  -2.551  0.904  -3.495
C  -1.572  1.327  -4.388
C  -0.242  0.995  -4.178
C  0.112  0.231  -3.075
C  -1.002  -2.829  -0.914
C  -1.839  -3.198  -1.968
C  -2.286  -4.507  -2.058
C  -1.905  -5.441  -1.106
C  -1.062  -5.079  -0.061
C  -0.604  -3.777  0.034
P  0.187  0.584  1.049
C  0.282  0.578  2.827
C  -0.502  1.498  3.532
C  -0.478  1.498  4.916
C  0.331  0.594  5.596
C  1.108  -0.319  4.898
C  1.082  -0.330  3.512
C  -0.024  2.273  0.509
C  1.101  3.100  0.518
C  0.984  4.424  0.130
C  -0.249  4.921  -0.276
C  -1.366  4.099  -0.288
C  -1.258  2.774  0.108
H  -7.495  1.416  -0.564
H  -5.930  2.241  -0.575
H  -6.673  1.735  0.967
H  -4.499  0.560  1.699
H  -3.639  0.870  0.186
H  -3.395  -1.649  -0.110
H  -4.094  -1.870  1.472
H  -1.734  -2.003  1.766
H  -2.178  -0.432  2.411
H  -2.970  -0.166  -1.692
H  -3.588  1.163  -3.661
H  -1.849  1.922  -5.248
H  0.518  1.334  -4.870
H  1.155  -0.013  -2.899
H  -2.140  -2.475  -2.715
H  -2.937  -4.795  -2.873
H  -2.261  -6.460  -1.180
H  -0.761  -5.812  0.675
H  0.066  -3.500  0.840
H  -1.115  2.220  3.004
H  -1.082  2.206  5.466
H  0.355  0.604  6.678
H  1.731  -1.024  5.434
H  1.663  -1.060  2.962
H  2.060  2.717  0.848
H  1.850  5.072  0.149
H  -0.337  5.955  -0.582
H  -2.324  4.490  -0.604
H  -2.124  2.125  0.088
N  5.618  2.909  -0.394
C  5.151  1.851  0.300
C  4.000  1.150  -0.104
N  3.555  0.115  0.599
C  4.231  -0.263  1.690
C  5.355  0.448  2.074
N  5.810  1.495  1.404
H  5.196  3.219  -1.249
H  6.452  3.367  -0.068
H  3.439  1.440  -0.984
H  3.893  -1.139  2.221
H  5.903  0.157  2.962
N  4.859  -3.433  -2.160
C  3.801  -2.640  -2.054
N  3.462  -1.873  -3.089
S  2.901  -2.672  -0.595
H  5.357  -3.557  -3.027
H  5.140  -3.988  -1.369
H  3.964  -1.901  -3.963
H  2.585  -1.384  -3.062

***

Entry 2:
Molecular formula: C33H39AsGeN9PPdSe
Method: DFT, wB97M-V/def2-TZVPD

Summary:
total charge	+2
energy relative to the best compared isomer or geometry (same formula, charge and spin)	111.73	kJ/mol
Kohn-Sham gap (spin up / spin down)	7.830 / 3.865	eV
⟨S²⟩	6.044
HOMO (spin up / spin down)	-12.4 / -13.1	eV
spin multiplicity	5
LUMO level (spin up / spin down)	-4.620 / -9.247	eV
E	-8956.21410	hartree

CARTESIAN COORDINATES (ANGSTROEM)
Pd  1.102  2.251  0.240
N  2.758  5.143  0.126
C  3.450  3.966  -0.121
N  4.610  4.026  -0.700
N  5.101  2.732  -0.658
N  4.220  1.962  -0.024
N  3.083  2.774  0.337
C  1.582  5.148  0.782
N  0.954  6.269  1.170
N  -0.145  5.829  1.752
N  -0.276  4.552  1.688
N  0.854  4.064  1.075
H  3.327  5.963  0.107
C  -3.224  3.031  1.946
Ge  -4.617  4.183  1.222
C  -4.081  6.009  1.413
C  -6.243  3.992  2.276
C  -5.094  3.694  -0.692
Se  -3.609  4.730  -1.541
C  -2.185  3.386  -1.715
H  -2.895  3.498  2.875
H  -2.339  2.993  1.320
H  -3.626  2.023  2.150
H  -4.507  6.389  2.329
H  -4.553  6.550  0.567
H  -2.991  6.149  1.367
H  -6.070  3.499  3.210
H  -7.003  3.407  1.719
H  -6.650  4.940  2.488
H  -6.049  4.143  -0.998
H  -5.052  2.639  -0.897
H  -2.465  2.410  -1.322
H  -1.310  3.737  -1.184
H  -2.034  3.364  -2.824
C  -0.466  -0.835  -0.264
C  -0.239  -2.117  -1.016
As  -1.484  -3.523  -0.286
C  -0.475  -5.081  -0.992
C  -0.235  -6.297  -0.281
C  0.635  -7.231  -0.713
C  1.225  -7.102  -1.989
C  0.903  -6.024  -2.758
C  0.081  -5.018  -2.261
C  -0.702  -3.719  1.561
C  0.517  -4.308  1.890
C  0.844  -4.533  3.219
C  -0.077  -4.335  4.214
C  -1.307  -3.759  3.901
C  -1.617  -3.381  2.596
P  1.057  0.206  -0.523
C  2.380  -0.691  0.334
C  3.365  -1.383  -0.384
C  4.562  -1.699  0.276
C  4.727  -1.578  1.617
C  3.701  -1.045  2.365
C  2.519  -0.644  1.752
C  1.307  0.050  -2.308
C  0.168  0.002  -3.178
C  0.341  -0.148  -4.522
C  1.625  -0.094  -5.096
C  2.695  0.195  -4.299
C  2.558  0.290  -2.917
H  -0.712  -0.925  0.797
H  -1.246  -0.210  -0.672
H  0.793  -2.539  -0.912
H  -0.494  -2.021  -2.065
H  -0.657  -6.450  0.706
H  0.891  -8.106  -0.108
H  1.881  -7.887  -2.399
H  1.358  -5.890  -3.770
H  -0.232  -4.196  -2.888
H  1.278  -4.594  1.140
H  1.783  -5.042  3.465
H  0.096  -4.643  5.234
H  -2.010  -3.573  4.703
H  -2.547  -2.877  2.302
H  3.163  -1.707  -1.384
H  5.382  -2.157  -0.304
H  5.662  -1.975  2.066
H  3.778  -1.018  3.463
H  1.716  -0.192  2.394
H  -0.834  0.035  -2.741
H  -0.532  -0.282  -5.150
H  1.765  -0.285  -6.174
H  3.672  0.341  -4.764
H  3.421  0.549  -2.357

***

Entry 3:
Molecular formula: C33H39BCl2N2O2S4SbTl
Method: DFT, wB97M-V/def2-TZVPD

Summary:
total charge	-2
energy relative to the best compared isomer or geometry (same formula, charge and spin)	20.63	kJ/mol
Kohn-Sham gap	5.908	eV
HOMO	-2.0	eV
LUMO level	3.939	eV
E	-4491.87621	hartree

CARTESIAN COORDINATES (ANGSTROEM)
Tl  -0.718  1.727  -0.645
Cl  3.410  5.767  4.720
C  2.875  4.622  3.503
C  3.797  4.143  2.565
C  3.394  3.245  1.620
Cl  4.572  2.649  0.481
C  2.042  2.732  1.506
O  1.734  1.883  0.639
C  1.144  3.273  2.498
C  -0.249  2.884  2.603
O  -0.897  2.162  1.867
C  1.579  4.190  3.465
H  4.826  4.479  2.589
H  -0.759  3.311  3.490
H  0.862  4.559  4.190
S  -3.774  4.870  0.367
Sb  -2.743  4.293  -1.580
S  -3.024  1.961  -1.990
S  -0.342  4.067  -1.075
S  -3.006  5.597  -3.421
C  -3.477  0.207  1.151
C  -3.115  -0.758  2.280
C  -3.420  -2.203  1.874
C  -1.716  -0.590  2.856
C  -1.616  -0.121  4.163
C  -0.392  0.028  4.790
C  0.767  -0.337  4.127
C  0.721  -0.815  2.822
C  1.989  -1.329  2.158
C  3.224  -0.467  2.399
C  2.259  -2.763  2.634
C  -0.526  -0.894  2.184
N  -0.549  -1.276  0.804
B  -0.473  -0.442  -0.362
N  -0.264  -1.361  -1.440
C  -0.200  -2.655  -0.925
C  -0.365  -2.603  0.410
C  -0.106  -1.093  -2.830
C  -1.132  -1.452  -3.714
C  -0.933  -1.239  -5.073
C  0.236  -0.663  -5.539
C  1.218  -0.274  -4.646
C  1.069  -0.475  -3.277
C  2.172  -0.036  -2.331
C  3.331  -1.036  -2.355
C  2.661  1.381  -2.629
C  -2.442  -2.037  -3.223
C  -2.543  -3.526  -3.565
C  -3.648  -1.277  -3.779
H  -4.556  0.190  0.978
H  -3.007  -0.078  0.210
H  -3.194  1.235  1.375
H  -3.781  -0.523  3.118
H  -2.883  -2.481  0.967
H  -4.488  -2.309  1.671
H  -3.149  -2.909  2.664
H  -2.525  0.152  4.687
H  -0.341  0.421  5.798
H  1.722  -0.241  4.628
H  1.818  -1.353  1.080
H  3.461  -0.371  3.461
H  3.088  0.522  1.972
H  4.089  -0.927  1.914
H  2.485  -2.767  3.704
H  3.114  -3.188  2.103
H  1.399  -3.413  2.474
H  -0.045  -3.512  -1.559
H  -0.384  -3.410  1.122
H  -1.717  -1.502  -5.773
H  0.369  -0.489  -6.600
H  2.115  0.209  -5.013
H  1.781  -0.024  -1.313
H  3.776  -1.089  -3.353
H  2.993  -2.038  -2.081
H  4.106  -0.728  -1.648
H  3.218  1.424  -3.569
H  3.312  1.719  -1.823
H  1.832  2.089  -2.695
H  -2.465  -1.934  -2.137
H  -2.535  -3.669  -4.650
H  -3.473  -3.946  -3.175
H  -1.710  -4.095  -3.148
H  -3.735  -1.406  -4.861
H  -3.574  -0.211  -3.562
H  -4.566  -1.657  -3.325

***

Entry 4:
Molecular formula: C33H39BN4O2P2Pt
Method: DFT, wB97M-V/def2-TZVPD

Summary:
energy relative to the best compared isomer or geometry (same formula, charge and spin)	154.32	kJ/mol
Kohn-Sham gap (spin up / spin down)	6.232 / 5.679	eV
⟨S²⟩	2.004
HOMO (spin up / spin down)	-6.8 / -8.4	eV
spin multiplicity	3
LUMO level (spin up / spin down)	-0.551 / -2.678	eV
E	-2477.10115	hartree

CARTESIAN COORDINATES (ANGSTROEM)
Pt  0.106  -2.474  2.075
C  -0.950  2.298  3.492
C  -1.571  1.816  2.407
C  -1.150  1.837  0.946
C  0.098  1.089  0.400
C  1.456  1.409  0.968
C  1.719  2.358  1.868
C  0.813  3.522  2.157
C  0.150  3.306  3.524
C  2.011  -2.547  2.566
H  -1.271  1.905  4.463
H  -2.439  1.147  2.552
H  -1.110  2.873  0.582
H  -2.004  1.360  0.433
H  -0.083  -0.002  0.467
H  0.138  1.302  -0.682
H  2.260  0.715  0.668
H  2.721  2.432  2.327
H  0.083  3.753  1.370
H  1.448  4.407  2.254
H  0.894  2.944  4.252
H  -0.194  4.276  3.911
H  2.134  -1.842  3.401
H  2.724  -2.312  1.758
H  2.027  -3.596  2.940
P  1.698  -1.100  -1.754
P  -2.110  -0.262  -1.861
N  3.044  0.023  -2.208
N  2.273  -2.377  -2.870
N  -2.200  1.325  -2.643
N  -3.545  -0.843  -2.747
C  0.529  -0.292  -2.923
C  -0.839  -0.994  -3.002
C  4.288  -0.057  -1.567
C  5.171  0.831  -2.182
C  4.472  1.455  -3.265
C  3.178  0.924  -3.270
C  2.829  -3.578  -2.407
C  3.110  -4.396  -3.496
C  2.718  -3.686  -4.677
C  2.237  -2.445  -4.269
C  -2.516  2.513  -1.955
C  -2.284  3.609  -2.780
C  -1.853  3.094  -4.050
C  -1.818  1.703  -3.940
C  -4.324  -0.253  -3.756
C  -5.220  -1.198  -4.242
C  -4.987  -2.418  -3.520
C  -3.955  -2.181  -2.626
H  0.934  -0.219  -3.941
H  0.417  0.755  -2.604
H  -1.223  -0.951  -4.036
H  -0.767  -2.059  -2.721
H  4.430  -0.720  -0.729
H  6.192  1.003  -1.882
H  4.865  2.193  -3.946
H  2.354  1.142  -3.928
H  2.941  -3.750  -1.348
H  3.537  -5.389  -3.452
H  2.759  -4.054  -5.693
H  1.817  -1.649  -4.864
H  -2.931  2.481  -0.958
H  -2.368  4.655  -2.495
H  -1.561  3.674  -4.921
H  -1.581  0.969  -4.697
H  -4.190  0.781  -4.032
H  -5.952  -1.024  -5.014
H  -5.519  -3.347  -3.645
H  -3.474  -2.827  -1.909
O  -0.971  -2.926  5.176
B  -0.484  -2.218  3.995
O  -0.302  -0.862  4.403
C  -0.492  -0.809  5.735
C  -0.352  0.324  6.509
C  -0.710  0.230  7.856
C  -1.195  -0.970  8.374
C  -1.328  -2.111  7.565
C  -0.951  -2.035  6.219
H  0.022  1.212  6.003
H  -0.604  1.129  8.460
H  -1.485  -0.983  9.428
H  -1.732  -3.016  8.001

***

Entry 5:
Molecular formula: C33H39BrClGe2MoN3O2P
Method: DFT, wB97M-V/def2-TZVPD

Summary:
total charge	+2
Kohn-Sham gap (spin up / spin down)	5.270 / 5.594	eV
⟨S²⟩	0.759
HOMO (spin up / spin down)	-13.0 / -13.0	eV
spin multiplicity	2
LUMO level (spin up / spin down)	-7.727 / -7.365	eV
E	-9192.59660	hartree

CARTESIAN COORDINATES (ANGSTROEM)
Mo  0.366  0.588  -0.964
Br  1.072  2.628  -2.494
C  0.132  4.031  -1.537
C  0.305  5.343  -1.872
C  -0.435  6.308  -1.172
C  -1.342  5.924  -0.221
C  -1.540  4.561  0.103
C  -2.516  4.135  1.028
C  -2.666  2.804  1.309
C  -1.829  1.855  0.707
C  -0.843  2.188  -0.197
C  -0.737  3.567  -0.537
H  0.985  5.632  -2.654
H  -0.281  7.351  -1.405
H  -1.925  6.671  0.295
H  -3.155  4.872  1.494
H  -3.417  2.472  2.008
H  -1.991  0.809  0.962
C  5.030  1.868  1.767
N  4.529  0.528  2.010
C  5.196  -0.397  1.115
N  4.961  -0.048  -0.278
C  5.410  1.317  -0.516
N  4.767  2.247  0.394
C  3.380  2.426  0.115
P  2.375  0.824  0.293
C  3.107  0.433  2.010
C  3.595  -0.257  -0.662
H  6.108  1.881  1.942
H  4.545  2.571  2.444
H  4.837  -1.411  1.300
H  6.272  -0.351  1.301
H  5.182  1.608  -1.546
H  6.491  1.354  -0.364
H  3.278  2.805  -0.905
H  2.959  3.167  0.802
H  2.788  -0.571  2.305
H  2.688  1.161  2.712
H  3.485  -0.051  -1.738
H  3.338  -1.309  -0.478
Cl  0.193  -4.536  0.304
C  1.633  -3.507  0.081
C  1.044  -2.130  0.263
O  1.073  -1.546  1.334
O  0.416  -1.635  -0.757
H  2.034  -3.674  -0.918
H  2.346  -3.755  0.863
C  -3.545  -1.583  2.830
Ge  -1.555  -1.615  2.600
C  -0.721  -3.251  3.363
C  -0.620  0.056  3.204
Ge  -1.773  -1.885  -0.140
C  -2.311  -0.482  -1.543
C  -1.432  0.152  -2.420
C  -1.890  0.993  -3.430
C  -3.247  1.245  -3.536
C  -4.130  0.666  -2.637
C  -3.667  -0.184  -1.648
C  -2.256  -3.549  -1.146
C  -2.985  -4.552  -0.517
C  -3.323  -5.701  -1.213
C  -2.891  -5.872  -2.519
C  -2.146  -4.883  -3.141
C  -1.844  -3.717  -2.462
H  -3.776  -1.353  3.865
H  -3.964  -2.558  2.597
H  -4.032  -0.842  2.200
H  -0.679  -3.073  4.435
H  0.286  -3.410  2.994
H  -1.322  -4.139  3.187
H  0.138  -0.248  3.920
H  -1.326  0.716  3.700
H  -0.129  0.583  2.389
H  -0.342  -0.177  -2.453
H  -1.202  1.434  -4.142
H  -3.609  1.898  -4.314
H  -5.187  0.870  -2.724
H  -4.366  -0.650  -0.964
H  -3.281  -4.433  0.518
H  -3.913  -6.468  -0.735
H  -3.129  -6.777  -3.057
H  -1.806  -5.023  -4.157
H  -1.269  -2.936  -2.947

***

Entry 6:
Molecular formula: C33H39FN4P2Pd
Method: DFT, wB97M-V/def2-TZVPD

Summary:
total charge	+2
Kohn-Sham gap (spin up / spin down)	5.026 / 2.974	eV
⟨S²⟩	6.031
HOMO (spin up / spin down)	-10.3 / -12.6	eV
spin multiplicity	5
LUMO level (spin up / spin down)	-5.308 / -9.613	eV
E	-2409.31267	hartree

CARTESIAN COORDINATES (ANGSTROEM)
Pd  3.025  0.879  1.611
C  2.382  -3.163  -2.005
C  1.701  -2.001  -2.026
C  0.559  -1.650  -1.155
C  0.724  -1.975  0.320
C  0.006  -3.270  0.681
C  0.064  -4.439  -0.005
C  0.254  -4.568  -1.508
C  1.720  -4.508  -2.006
C  3.323  -0.231  3.219
H  3.457  -3.146  -2.191
H  2.091  -1.183  -2.628
H  -0.343  -2.183  -1.453
H  0.379  -0.569  -1.284
H  1.758  -1.973  0.560
H  0.312  -1.137  0.931
H  -0.500  -3.210  1.662
H  -0.066  -5.390  0.528
H  -0.325  -3.852  -2.105
H  -0.165  -5.527  -1.846
H  2.385  -5.195  -1.459
H  1.639  -4.940  -3.031
H  4.312  -0.680  3.515
H  2.490  -0.939  2.949
H  3.038  0.522  4.018
P  -1.667  0.806  1.741
P  0.139  2.355  -1.056
N  -2.968  -0.398  1.749
N  -2.646  1.976  2.730
N  -0.799  1.484  -2.328
N  0.137  3.944  -1.922
C  -2.269  1.560  0.193
C  -1.456  2.790  -0.161
C  -2.940  -1.540  2.545
C  -4.136  -2.224  2.415
C  -4.975  -1.452  1.542
C  -4.239  -0.338  1.165
C  -2.191  2.394  3.976
C  -3.167  3.161  4.596
C  -4.277  3.202  3.696
C  -3.923  2.509  2.552
C  -0.227  0.627  -3.269
C  -1.186  0.253  -4.210
C  -2.420  0.845  -3.810
C  -2.165  1.596  -2.670
C  -0.654  4.403  -2.981
C  -0.493  5.773  -3.120
C  0.404  6.207  -2.081
C  0.732  5.082  -1.341
H  -3.316  1.868  0.217
H  -2.216  0.782  -0.570
H  -2.026  3.527  -0.751
H  -1.129  3.345  0.726
H  -2.046  -1.756  3.132
H  -4.394  -3.186  2.849
H  -5.989  -1.659  1.210
H  -4.543  0.457  0.494
H  -1.196  2.100  4.293
H  -3.080  3.643  5.557
H  -5.244  3.664  3.869
H  -4.480  2.382  1.633
H  0.808  0.376  -3.232
H  -1.051  -0.347  -5.082
H  -3.398  0.777  -4.287
H  -2.878  2.129  -2.064
H  -1.272  3.728  -3.561
H  -0.950  6.382  -3.880
H  0.756  7.211  -1.921
H  1.327  4.962  -0.451
F  6.888  -3.472  -0.680
C  6.111  -2.634  0.092
C  4.835  -3.061  0.425
C  3.985  -2.156  1.086
C  4.338  -0.813  1.308
C  5.656  -0.442  0.985
C  6.556  -1.353  0.374
H  4.511  -4.077  0.195
H  3.052  -2.544  1.488
H  5.973  0.567  1.223
H  7.576  -1.084  0.078